The following is a quantum chemistry calculation of one molecule with the formula C4H6OS, from OMol25.

Results
Orbital gap in eV: 9.19
HOMO in Eh: -0.3080
ΔE to the lowest compared entry with this formula, charge and spin in kcal/mol: 41.9
SMILES: C=C1COCS1
Maximum force in eV Å⁻¹: 3.93
Molar mass in g/mol: 102.2

Geometry as ORCA input:
```
! wB97M-V def2-TZVPD RIJCOSX def2/J DEFGRID3
* xyz 0 1
C -2.248 0.056 -0.068
C -0.892 -0.013 -0.071
C -0.196 1.331 0.216
O 1.108 1.188 -0.352
C 1.574 -0.028 0.120
S 0.243 -1.299 0.005
H -2.744 0.976 0.085
H -2.734 -0.942 -0.110
H -0.094 1.530 1.238
H -0.793 2.087 -0.258
H 2.400 -0.429 -0.533
H 1.787 -0.014 1.142
*
```

The following is a quantum chemistry calculation of a 2-piece molecular cluster, C5H5NO2 overall, from OMol25.

Results
Orbital gap in eV: 7.95
HOMO in Eh: -0.3478
ΔE to the lowest compared entry with this formula, charge and spin in kcal/mol: 139.3
Maximum force in eV Å⁻¹: 6.89
Molar mass in g/mol: 111.1

Geometry as ORCA input:
```
! wB97M-V def2-TZVPD RIJCOSX def2/J DEFGRID3
* xyz 0 1
C 1.638 0.454 0.071
C 0.301 -0.077 0.075
C -1.493 -1.426 -0.067
C -2.151 -0.195 0.226
C -0.913 0.891 0.169
H 2.114 -1.286 -0.873
H 1.796 1.286 -0.489
H 1.500 0.955 1.105
H -1.966 -2.428 -0.040
H -3.121 0.031 0.350
N -0.121 -1.302 -0.230
O 2.727 -0.463 0.124
O -0.699 2.047 -0.285
*
```

The following is a quantum chemistry calculation of one molecule with the formula C3H6N2O2, from OMol25.

Results
Orbital gap in eV: 10.56
HOMO in Eh: -0.3594
ΔE to the lowest compared entry with this formula, charge and spin in kcal/mol: 73.8
SMILES: [H]/N=C/OCC(N)=O
Maximum force in eV Å⁻¹: 2.32
Molar mass in g/mol: 102.1

Geometry as ORCA input:
```
! wB97M-V def2-TZVPD RIJCOSX def2/J DEFGRID3
* xyz 0 1
H 2.115 1.747 -1.283
N 1.442 0.995 -1.195
C 1.324 0.645 0.017
O 1.037 -0.717 0.143
C -0.214 -1.120 0.952
C -0.988 -0.001 0.357
N -1.745 -0.184 -0.750
O -0.610 1.127 0.663
H 1.671 1.205 0.898
H -0.590 -2.144 0.738
H -0.019 -1.021 2.024
H -1.567 0.567 -1.408
H -1.855 -1.099 -1.156
*
```

The following is a quantum chemistry calculation of C14H22AgCl2O8 as an isolated structure, from OMol25.

Results
Orbital gap (spin up / spin down) in eV: 4.97 / 3.78
HOMO (spin up / spin down) in Eh: -0.0713 / -0.0277
Maximum force in eV Å⁻¹: 6.07
Molar mass in g/mol: 497.1

Geometry as ORCA input:
```
! wB97M-V def2-TZVPD RIJCOSX def2/J DEFGRID3
* xyz -2 2
Ag -1.869 -0.008 0.731
Cl -1.103 -3.006 3.297
Cl -1.708 3.473 -1.709
O -6.245 0.289 1.333
C -7.531 -0.269 1.486
C -8.785 0.692 1.489
O -9.005 1.497 0.304
H -7.406 -0.787 2.437
H -7.716 -1.044 0.741
H -8.547 1.344 2.329
H -9.688 0.182 1.824
O 0.344 2.579 4.350
C 1.094 2.878 5.334
O 1.332 4.186 5.686
C 2.599 4.257 6.376
C 2.547 2.978 7.207
C 1.779 2.028 6.390
H 2.648 5.095 7.072
H 3.474 4.339 5.730
H 2.130 3.063 8.211
H 3.560 2.597 7.338
H 1.099 1.491 7.052
H 2.349 1.206 5.959
O 2.839 -0.713 -0.841
C 3.994 -0.737 -1.206
O 4.774 0.161 -0.729
C 6.172 -0.038 -1.102
C 6.198 -1.367 -1.912
C 4.701 -1.733 -2.151
H 6.894 -0.022 -0.286
H 6.462 0.839 -1.681
H 6.692 -2.262 -1.533
H 6.752 -1.204 -2.836
H 4.508 -2.763 -1.852
H 4.417 -1.537 -3.185
O -2.037 -2.100 -3.318
C -1.881 -2.249 -4.549
O -2.327 -3.355 -5.155
C -2.009 -3.414 -6.502
C -1.572 -2.022 -6.880
C -1.196 -1.337 -5.549
H -2.752 -3.834 -7.179
H -1.159 -4.087 -6.619
H -2.371 -1.535 -7.440
H -0.714 -1.999 -7.551
H -1.620 -0.336 -5.470
H -0.114 -1.413 -5.441
*
```